# 1
This record from the OMol25 dataset describes the molecule C8H8N2O4. The level of theory is the ωB97M-V functional and the def2-TZVPD basis.

Properties
- LUMO energy: 0.03 eV
- Energy: -719.9269 Eh
- Orbital gap: 0.3425 Ha
- Relative energy (zero: lowest compared OMol25 entry of this formula, charge and spin): 492.2 kJ/mol
- Strongest force on any atom: 4.38 eV/A
- M: 196.2 g/mol

```
22
C8H8N2O4, DFT the ωB97M-V functional and the def2-TZVPD basis
C 1.30 1.97 2.38
C 0.55 0.82 2.65
C 1.19 2.56 1.14
C -0.03 0.10 1.66
C 0.58 1.85 0.06
C -0.01 0.58 0.32
C -0.56 -0.30 -0.72
C -0.31 -1.80 -0.63
N -1.28 0.28 -1.56
N 0.18 -2.17 -2.02
O 1.18 -1.57 -2.38
O -0.44 -3.00 -2.61
O -1.52 -2.47 -0.30
O -1.91 -0.40 -2.57
H 1.71 2.61 3.21
H 0.77 0.53 3.75
H 1.70 3.48 0.94
H -0.55 -0.87 1.76
H 0.71 2.41 -0.84
H 0.49 -2.16 0.11
H -2.02 -2.69 -1.07
H -1.74 0.22 -3.29
```

# 2
This record from the OMol25 dataset describes a cluster of 3 separate species, C4H12N3 in total. The level of theory is the ωB97M-V functional and the def2-TZVPD basis.

Properties
- LUMO energy (alpha / beta): -5.71 / -5.81 eV
- Energy: -323.4799 Eh
- Orbital gap (alpha / beta): 0.2923 / 0.2860 Ha
- Charge: +1
- Relative energy (zero: lowest compared OMol25 entry of this formula, charge and spin): 520.9 kJ/mol
- Strongest force on any atom: 3.92 eV/A
- M: 102.2 g/mol

```
19
C4H12N3, DFT the ωB97M-V functional and the def2-TZVPD basis
C 0.82 -1.48 -0.53
C 0.21 -2.72 -1.26
C 1.12 3.08 2.03
C 1.14 1.74 1.24
N 0.39 1.72 0.27
N -2.33 -0.56 -1.26
N 0.18 -0.36 -0.32
H 1.73 -1.55 0.00
H -0.39 -3.16 -0.41
H 1.09 -3.34 -1.41
H -0.52 -2.58 -2.04
H 0.48 3.08 2.86
H 2.22 3.15 2.33
H 0.93 3.96 1.42
H 1.70 0.98 1.74
H -2.62 -0.49 -2.22
H -2.52 -1.49 -0.92
H -2.78 0.25 -0.77
H -0.85 -0.25 -0.75
```

# 3
This record from the OMol25 dataset describes a structure of composition C40H20B5N4O40Y. The level of theory is the ωB97M-V functional and the def2-TZVPD basis.

Properties
- LUMO energy: 2.19 eV
- Energy: -4928.9994 Eh
- Orbital gap: 0.2510 Ha
- Charge: -2
- Relative energy (zero: lowest compared OMol25 entry of this formula, charge and spin): 420.3 kJ/mol
- Strongest force on any atom: 6.16 eV/A
- M: 1339.6 g/mol

```
110
C40H20B5N4O40Y, DFT the ωB97M-V functional and the def2-TZVPD basis
Y -0.23 -0.92 -0.71
O -4.12 2.20 -1.99
C -3.27 2.89 -1.48
O -3.32 4.22 -1.24
B -2.08 4.66 -0.51
O -1.24 3.44 -0.58
C -1.91 2.42 -0.92
O -1.42 1.25 -0.98
O -2.44 5.11 0.87
C -1.88 6.23 1.15
O -1.85 6.79 2.25
C -1.19 6.72 -0.16
O -1.38 5.79 -1.09
O -0.58 7.77 -0.29
O 0.93 0.78 0.40
C 1.25 1.92 0.80
O 0.87 2.51 1.88
B 1.60 3.77 2.06
O 2.31 4.01 0.81
C 2.28 2.89 0.08
O 2.83 2.69 -0.99
O 0.62 4.83 2.33
C 0.85 5.39 3.45
O 0.22 6.32 4.02
C 2.13 4.76 4.02
O 2.54 3.82 3.20
O 2.60 5.08 5.08
O 1.20 2.79 6.71
C 1.45 1.77 6.08
O 0.59 1.04 5.41
B 1.20 -0.17 4.82
O 2.59 -0.14 5.33
C 2.82 0.97 6.11
O 3.85 1.22 6.68
O 1.09 -0.17 3.36
C 0.49 -1.28 2.94
O 0.14 -1.48 1.77
C 0.15 -2.17 4.16
O 0.50 -1.44 5.20
O -0.44 -3.26 4.13
O 5.56 -3.70 -6.45
C 4.73 -4.08 -5.65
O 3.59 -3.47 -5.38
B 2.80 -4.22 -4.38
O 3.67 -5.30 -3.99
C 4.85 -5.26 -4.60
O 5.84 -5.95 -4.47
O 1.52 -4.80 -4.91
C 0.52 -4.11 -4.39
O -0.68 -4.19 -4.65
C 1.13 -3.22 -3.28
O 2.39 -3.44 -3.21
O 0.48 -2.54 -2.48
O -2.09 -0.42 0.94
C -2.51 0.33 1.85
O -1.80 0.98 2.77
B -2.72 1.88 3.52
O -4.10 1.58 2.97
C -4.02 0.68 2.05
O -4.93 0.14 1.36
O -2.76 1.77 5.03
C -2.80 2.99 5.58
O -3.01 3.32 6.71
C -2.43 3.96 4.42
O -2.30 3.28 3.29
O -2.27 5.23 4.50
N 1.88 -1.85 -0.16
C 2.15 -3.17 -0.18
C 3.28 -3.79 0.34
C 4.35 -3.06 0.80
C 4.17 -1.70 0.83
C 3.00 -1.15 0.31
H 1.33 -3.83 -0.44
H 3.33 -4.87 0.43
H 5.25 -3.55 1.14
H 4.98 -1.07 1.18
H 2.98 -0.07 0.29
N 1.01 0.10 -2.44
C 2.33 -0.23 -2.81
C 3.15 0.52 -3.67
C 2.57 1.58 -4.40
C 1.24 1.84 -4.16
C 0.49 1.08 -3.25
H 2.92 -1.00 -2.33
H 4.19 0.27 -3.80
H 3.09 2.16 -5.15
H 0.81 2.69 -4.67
H -0.55 1.37 -3.17
N -1.44 -3.02 -0.23
C -1.88 -3.87 -1.27
C -2.67 -4.97 -1.16
C -2.93 -5.52 0.09
C -2.63 -4.70 1.18
C -1.85 -3.55 0.99
H -1.71 -3.52 -2.28
H -3.08 -5.50 -2.01
H -3.63 -6.33 0.23
H -2.90 -5.06 2.16
H -1.66 -3.04 1.93
N -2.24 -0.99 -2.30
C -2.25 -0.98 -3.64
C -3.35 -0.89 -4.48
C -4.61 -0.81 -3.92
C -4.72 -0.86 -2.53
C -3.54 -0.95 -1.79
H -1.31 -0.99 -4.16
H -3.22 -0.84 -5.55
H -5.48 -0.67 -4.55
H -5.67 -0.82 -2.01
H -3.57 -0.88 -0.72
```